DFT (wB97M-V/def2-TZVPD) results for one molecule with the formula C5H9N3 in a non-equilibrium geometry.

Geometry as XYZ:
```
17
Properties=species:S:1:pos:R:3
C -2.654 0.819 0.246
C -1.536 -1.165 -0.296
C 1.926 -1.250 0.024
C 2.458 0.127 0.148
C 2.086 1.243 -0.483
H -3.439 1.394 -0.273
H -1.677 1.332 0.093
H -2.834 0.719 1.288
H -1.499 -2.191 -0.549
H -0.215 0.171 0.698
H 2.651 -2.092 -0.075
H 3.056 0.269 1.052
H 1.334 1.158 -1.268
H 2.556 2.223 -0.307
N -2.609 -0.510 -0.378
N -0.279 -0.674 0.111
N 0.676 -1.573 -0.031
```

Values from the calculation:
* E: -360.08450 hartree
* frontier orbital gap: 9.152 eV
* structure (SMILES): C=C/C=N\N/C=N\C